82
Properties=species:S:1:pos:R:3:forces:R:3 method="wB97M-V/def2-TZVPD" energy_ev=-102171.892 orbital_gap_ev="6.23 / 6.33" e_homo_ha="-0.268 / -0.273" relative_energy_ev=0.0000 s2=2.08 spin_multiplicity=3 molar_mass_g_mol=723.77
V 0.092 0.033 -0.984 0.91 -0.52 -1.04
C 2.407 2.562 -1.092 -0.02 0.03 0.04
N 2.315 1.102 -1.161 -0.37 -0.11 -0.35
C 3.370 0.534 -0.315 0.01 -0.01 0.05
C 2.515 0.696 -2.563 0.13 0.09 -0.03
C 2.342 -0.791 -2.753 -0.07 0.05 0.04
N 1.121 -1.306 -2.120 0.06 -0.31 -0.19
C 1.049 -2.686 -2.095 -0.06 0.18 0.00
C -0.058 -3.330 -1.510 -0.01 -0.07 0.03
F -1.072 -2.581 -1.042 -0.02 0.06 0.02
C -0.196 -4.695 -1.401 -0.03 0.03 0.01
F -1.299 -5.170 -0.801 0.02 -0.01 -0.01
C 0.751 -5.566 -1.894 0.01 -0.01 0.01
C 1.826 -4.977 -2.517 0.02 0.02 -0.03
F 2.783 -5.751 -3.054 0.00 -0.02 0.00
C 1.978 -3.606 -2.632 0.02 -0.08 -0.01
F 3.071 -3.214 -3.329 0.03 -0.08 -0.01
H 3.386 2.901 -1.455 -0.01 0.00 0.00
H 2.284 2.896 -0.064 0.00 0.00 0.00
H 1.628 3.020 -1.702 -0.01 0.00 0.00
H 4.355 0.836 -0.694 -0.01 0.00 0.01
H 3.302 -0.549 -0.289 0.00 0.00 -0.01
H 3.257 0.904 0.704 -0.01 -0.01 0.00
H 3.528 0.969 -2.896 -0.01 0.02 0.04
H 1.818 1.267 -3.171 0.03 -0.01 -0.02
H 3.222 -1.286 -2.336 0.00 0.05 -0.01
H 2.361 -0.987 -3.830 -0.02 -0.01 0.01
H 0.651 -6.637 -1.810 0.00 0.00 0.00
S 0.819 -1.176 0.877 0.02 -0.28 0.46
C 0.861 0.182 1.949 0.14 0.12 0.42
N 1.302 0.172 3.186 -0.09 -0.04 -0.22
N 1.747 -0.973 3.634 0.03 -0.01 0.06
C 2.229 -1.114 4.943 -0.08 -0.01 -0.21
C 2.179 -0.064 5.851 0.03 0.02 0.06
C 2.669 -0.260 7.132 0.00 0.00 0.00
C 3.199 -1.486 7.514 0.00 0.01 0.00
C 3.239 -2.527 6.597 -0.01 0.01 -0.03
C 2.757 -2.346 5.312 0.03 -0.03 0.10
N 0.408 1.426 1.595 -0.01 -0.12 -0.18
N -0.034 1.547 0.417 -0.09 1.12 1.01
C -0.487 2.901 0.161 0.04 -0.21 -0.01
C -1.260 3.156 -0.961 -0.04 0.07 -0.08
C -1.670 4.453 -1.244 0.01 -0.03 0.01
C -1.310 5.499 -0.412 0.02 -0.02 0.03
C -0.539 5.238 0.716 -0.02 0.02 -0.02
C -0.127 3.950 1.005 0.02 0.04 0.05
H 1.723 -1.784 3.020 0.01 0.01 0.00
H 1.760 0.884 5.547 0.00 0.00 0.00
H 2.631 0.556 7.842 0.00 0.00 0.00
H 3.577 -1.628 8.517 0.00 0.00 0.00
H 3.650 -3.488 6.881 0.00 0.00 0.00
H 2.789 -3.157 4.594 0.00 0.00 -0.01
H -1.577 2.353 -1.603 0.01 -0.02 0.01
H -2.281 4.633 -2.119 0.00 0.01 0.00
H -1.628 6.509 -0.634 0.00 0.00 0.00
H -0.251 6.045 1.376 0.00 0.01 -0.01
H 0.472 3.748 1.880 0.00 0.00 -0.02
C -4.071 1.318 0.300 -0.11 0.08 0.01
Si -3.004 -0.218 0.200 -0.04 0.05 -0.20
C -2.323 -0.450 1.910 0.13 0.04 0.07
C -4.035 -1.757 -0.126 -0.05 -0.05 -0.05
N -1.837 0.031 -1.120 -0.47 -0.07 -0.17
C -2.385 0.210 -2.395 -0.06 0.22 0.30
C -3.741 0.098 -2.751 -0.02 -0.22 -0.12
C -4.185 0.345 -4.042 0.05 -0.01 0.01
C -3.310 0.744 -5.043 -0.02 0.00 0.02
C -1.972 0.917 -4.723 0.03 0.01 -0.03
C -1.580 0.658 -3.436 0.01 0.05 -0.12
F -0.264 0.918 -3.098 0.00 0.02 0.23
H -4.957 1.115 0.908 0.00 0.03 0.01
H -4.407 1.682 -0.672 0.00 0.01 0.03
H -3.516 2.126 0.783 0.00 0.00 0.00
H -3.217 -0.573 2.532 0.01 0.00 0.03
H -1.773 0.406 2.300 -0.03 -0.02 0.02
H -1.713 -1.344 2.012 -0.01 -0.02 0.02
H -4.007 -2.398 0.757 -0.01 -0.02 -0.01
H -3.652 -2.339 -0.965 0.00 0.01 0.00
H -5.083 -1.521 -0.327 -0.01 -0.01 0.01
H -4.464 -0.209 -2.012 -0.01 -0.02 0.00
H -5.237 0.224 -4.262 0.00 0.00 -0.01
H -3.660 0.930 -6.049 0.00 0.00 0.00
H -1.239 1.255 -5.444 -0.01 0.00 -0.01